(1)
28
Properties=species:S:1:pos:R:3 method="wB97M-V/def2-TZVPD" total_charge=+2 gap_ev=8.6 lumo_energy_ha=-0.281 smiles="C[NH2+]NN(C=S)C(/N=C/N)=[NH+]/C(C)=O"
C -0.701 -0.164 0.009
C -0.683 -2.648 0.273
C -2.771 1.061 -0.224
C -0.110 2.209 -0.077
C -4.205 1.003 -0.457
C 3.325 -1.197 -0.649
N -0.059 0.934 0.132
N -0.097 -1.404 0.444
N 0.131 3.057 0.879
N -2.025 -0.158 -0.179
N 1.333 -1.322 0.603
N 2.065 -1.885 -0.515
O -2.241 2.130 -0.461
S -2.295 -2.994 0.114
H 0.116 -3.372 0.320
H 0.031 2.620 -1.070
H -4.569 0.168 0.201
H -4.398 0.807 -1.437
H -4.772 1.944 -0.221
H 3.068 -0.189 -0.384
H 4.088 -1.507 0.039
H 3.440 -1.203 -1.773
H 0.014 2.727 1.846
H 0.290 4.027 0.678
H -2.666 -1.001 -0.003
H 1.747 -1.686 1.505
H 2.247 -2.842 -0.371
H 1.572 -1.902 -1.369

(2)
45
Properties=species:S:1:pos:R:3 method="wB97M-V/def2-TZVPD" total_charge=-3 gap_ev=5.4 lumo_energy_ha=0.220
Pb 0.541 -0.773 -0.815
N -1.838 -0.433 -3.999
O -2.250 0.716 -4.136
O -2.074 -1.295 -4.820
O -1.080 -0.684 -2.968
N 1.859 -3.710 1.489
O 1.869 -4.584 0.635
O 1.583 -2.610 1.156
O 2.264 -3.963 2.583
N 3.087 0.988 -1.770
O 1.945 1.311 -1.867
O 3.258 0.152 -0.937
O 3.918 1.419 -2.600
N -2.326 -2.353 -0.455
O -2.742 -2.634 -1.547
O -3.074 -1.842 0.371
O -1.159 -2.478 -0.147
N 1.696 -3.744 -2.736
O 1.613 -2.509 -2.552
O 0.666 -4.443 -2.833
O 2.790 -4.210 -2.703
C 1.895 2.154 2.511
C 1.591 0.638 2.323
O 0.675 0.282 1.547
N 2.147 -0.361 3.062
C 2.871 -0.184 4.309
H 1.382 2.618 3.353
H 1.692 2.669 1.572
H 2.919 2.502 2.645
H 2.033 -1.287 2.677
H 2.296 -0.617 5.128
H 3.009 0.833 4.677
H 3.765 -0.799 4.400
C -2.508 2.338 0.892
C -2.277 1.691 -0.501
O -1.254 0.956 -0.600
N -2.994 2.065 -1.527
C -4.083 3.004 -1.722
H -1.624 2.911 1.173
H -2.809 1.689 1.714
H -3.272 3.114 0.940
H -2.707 1.664 -2.408
H -4.396 3.569 -0.843
H -4.958 2.506 -2.139
H -3.940 3.722 -2.530

(3)
22
Properties=species:S:1:pos:R:3 method="wB97M-V/def2-TZVPD" total_charge=-1 gap_ev=5.6 lumo_energy_ha=0.123
C 0.925 -0.394 -1.061
C -0.400 -0.226 -1.764
C 0.941 0.553 0.145
N 0.732 2.042 -0.311
C -0.803 2.387 1.557
C 0.564 2.498 0.863
C -0.493 -3.155 0.188
O 0.130 -3.074 -1.013
H 1.747 -0.198 -1.752
H 1.036 -1.450 -0.735
H -1.218 0.012 -1.082
H -0.380 0.644 -2.439
H -0.704 -1.028 -2.434
H 0.281 0.094 0.885
H 1.957 0.488 0.554
H 0.066 -3.644 1.038
H -1.540 2.098 0.805
H -0.917 1.653 2.359
H -1.149 3.357 1.926
H 1.208 3.134 1.513
H -1.465 -3.685 0.163
H -0.519 -2.104 0.595

(4)
22
Properties=species:S:1:pos:R:3 method="wB97M-V/def2-TZVPD" total_charge=-1 gap_ev=5.6 lumo_energy_ha=0.123 smiles=CN(C)CCCC[O-]
C -0.544 -0.395 -0.802
C -1.794 0.340 -1.365
C -3.088 -0.206 -0.602
O -4.220 0.299 -1.051
C 0.520 0.506 -0.274
N 1.760 -0.128 0.270
C 1.576 -1.179 1.301
C 2.558 0.933 0.864
H -0.188 -1.062 -1.604
H -0.883 -1.139 -0.090
H -1.991 0.168 -2.416
H -1.772 1.405 -1.129
H -2.884 -0.036 0.499
H -3.015 -1.345 -0.708
H 0.880 1.289 -0.957
H 0.112 1.166 0.518
H 0.621 -1.654 1.155
H 2.373 -1.883 1.127
H 1.569 -0.773 2.321
H 3.545 0.571 1.154
H 2.872 1.686 0.126
H 1.993 1.437 1.660

(5)
22
Properties=species:S:1:pos:R:3 method="wB97M-V/def2-TZVPD" total_charge=-1 gap_ev=6.0 lumo_energy_ha=0.135
C 0.432 -0.874 1.397
C 0.955 0.480 1.797
C -0.654 -0.813 0.275
N -1.988 -0.232 0.894
C -2.138 1.020 -1.172
C -2.288 -0.270 -0.390
C 2.140 0.298 -1.702
O 2.897 0.095 -0.571
H 0.049 -1.397 2.280
H 1.213 -1.493 0.953
H 1.557 0.891 0.978
H 0.112 1.140 2.033
H 1.603 0.405 2.673
H -0.153 -0.180 -0.460
H -0.719 -1.834 -0.124
H 2.716 0.668 -2.577
H -1.570 1.670 -0.504
H -1.617 0.980 -2.131
H -3.116 1.494 -1.288
H -3.056 -0.974 -0.769
H 1.328 1.022 -1.459
H 1.579 -0.590 -2.072

(6)
22
Properties=species:S:1:pos:R:3 method="wB97M-V/def2-TZVPD" total_charge=+1 gap_ev=6.1 lumo_energy_ha=-0.169
C -0.230 0.493 -2.089
C 0.345 -0.312 -0.996
C 0.520 1.572 -2.829
C 0.013 0.687 2.474
C -0.487 -1.834 2.494
C -0.855 -0.458 2.149
N 0.207 -0.897 -2.354
O -2.010 -0.281 1.583
H -1.309 0.612 -2.121
H 1.389 -0.101 -0.759
H 0.144 1.691 -3.843
H 1.585 1.349 -2.868
H 0.395 2.520 -2.309
H 0.927 0.371 2.965
H -0.509 1.390 3.128
H 0.273 1.232 1.566
H -1.113 -2.543 1.964
H 0.567 -2.015 2.288
H -0.626 -1.992 3.569
H -0.502 -1.611 -2.496
H 1.015 -1.021 -2.963
H -2.222 0.645 1.381

(7)
23
Properties=species:S:1:pos:R:3 method="wB97M-V/def2-TZVPD" total_charge=-1 gap_ev=6.5 lumo_energy_ha=0.134
C -0.334 1.032 0.845
N -1.316 -0.068 1.004
C -2.737 0.530 0.778
O -2.847 1.286 -0.295
C 1.082 0.598 0.565
C 1.560 0.998 -0.833
C 0.951 0.044 -1.826
C 1.572 -1.069 -2.205
H -0.561 1.690 1.697
H -0.790 1.671 0.070
H -1.315 -0.638 0.161
H -3.366 -0.405 0.781
H -2.994 0.978 1.774
H 1.748 0.997 1.336
H 1.130 -0.477 0.695
H 1.229 2.008 -1.097
H 2.653 1.069 -0.873
H -0.069 0.219 -2.153
H 2.620 -1.147 -1.916
H 1.199 -1.958 -2.700
H -0.336 -2.317 1.944
H 0.458 -2.323 0.687
O 0.464 -2.719 1.561

(8)
23
Properties=species:S:1:pos:R:3 method="wB97M-V/def2-TZVPD" total_charge=+1 gap_ev=10.8 lumo_energy_ha=-0.111 smiles=C[C@@]1(O)C[C@@]1([NH3+])CCO
C -0.442 -0.240 -1.203
C 0.023 -0.302 0.270
C -1.462 -0.167 -0.132
C -2.103 1.163 0.020
C 1.071 0.649 0.856
C 2.425 0.051 0.493
N 0.197 -1.773 0.621
O -2.308 -1.269 0.011
O 2.408 -0.358 -0.828
H -0.348 0.638 -1.866
H -0.529 -1.156 -1.621
H -2.523 1.341 1.065
H -3.013 1.096 -0.728
H -1.617 2.038 -0.306
H 0.945 0.720 1.944
H 0.860 1.610 0.486
H 3.184 0.718 0.711
H 2.604 -0.969 1.086
H -0.746 -2.117 0.560
H 0.386 -1.744 1.623
H 0.950 -2.089 -0.011
H -3.151 -1.051 0.284
H 2.394 0.441 -1.434

(9)
27
Properties=species:S:1:pos:R:3 method="wB97M-V/def2-TZVPD" gap_ev=9.8 lumo_energy_ha=0.024 smiles="COP(=O)(CCC(=O)NCO)OC"
O -2.377 1.224 -1.411
O 0.474 -0.675 -0.280
O 0.587 -0.588 -2.898
O -0.230 -1.255 2.084
O 1.871 0.275 1.625
C -1.207 1.594 -1.363
N -0.335 1.307 -2.386
C -1.070 -2.288 1.483
C 2.591 -0.948 1.996
C -0.567 0.171 -3.203
C -0.590 2.243 -0.076
C -0.654 1.320 1.148
P 0.372 -0.112 1.113
H 0.667 -0.700 -1.901
H 0.661 1.446 -2.150
H -1.557 -2.880 2.259
H -0.452 -2.961 0.882
H -1.835 -1.792 0.852
H 2.667 -1.628 1.115
H 3.609 -0.710 2.339
H 2.114 -1.512 2.847
H -1.428 -0.459 -2.939
H -0.618 0.409 -4.256
H 0.481 2.518 -0.263
H -1.172 3.148 0.088
H -0.360 1.905 1.997
H -1.642 0.947 1.301

(10)
23
Properties=species:S:1:pos:R:3 method="wB97M-V/def2-TZVPD" gap_ev="8.3 / 7.0" lumo_energy_ha="-0.031 / -0.052"
C -0.889 -0.629 -1.857
C 0.477 0.026 -1.693
C -1.631 -0.482 -0.556
C 0.440 0.851 -0.369
C -0.680 0.243 0.346
C 0.370 2.388 -0.425
N 0.638 -1.837 1.121
O 2.219 -1.926 3.202
P 1.037 -1.263 2.662
H -1.344 -0.238 -2.718
H -0.640 -1.632 -2.050
H 1.101 -0.764 -1.404
H 0.753 0.602 -2.580
H -2.577 0.137 -0.508
H -1.936 -1.420 -0.159
H 1.271 0.664 0.148
H -1.074 0.639 1.298
H -0.265 2.839 -1.305
H 1.294 2.881 -0.734
H -0.142 2.822 0.436
H 0.276 -2.823 1.160
H 1.252 0.072 2.426
H 0.049 -1.150 3.558

(11)
23
Properties=species:S:1:pos:R:3 method="wB97M-V/def2-TZVPD" gap_ev=10.1 lumo_energy_ha=0.032 smiles="O=[P@H]1CCCN1.C=CC"
C 2.182 1.721 -1.352
C 2.171 2.970 -0.474
C 0.865 1.006 -1.273
C -2.982 -2.298 0.475
C -1.353 -4.089 1.169
C -1.653 -2.852 0.916
N 1.155 2.656 0.536
O -1.022 1.242 0.701
P 0.381 1.186 0.404
H 2.268 2.030 -2.463
H 3.072 1.199 -1.269
H 3.194 3.266 -0.033
H 2.053 3.910 -0.976
H 0.162 1.710 -1.840
H 0.791 0.073 -1.867
H -2.663 -1.511 -0.244
H -3.734 -3.053 0.203
H -3.350 -1.810 1.518
H 1.304 0.546 1.114
H -0.450 -4.536 1.619
H -2.254 -4.715 0.915
H -0.991 -2.038 1.066
H 0.853 3.386 1.156

(12)
22
Properties=species:S:1:pos:R:3 method="wB97M-V/def2-TZVPD" total_charge=-1 gap_ev=6.6 lumo_energy_ha=0.148
C -2.368 1.271 -0.057
C -1.312 2.089 -0.790
C 0.080 3.491 0.415
N -1.072 3.332 -0.084
H -2.509 0.305 -0.550
H -2.016 1.083 0.956
H -3.357 1.738 -0.085
H -1.689 2.323 -1.793
H -0.410 1.471 -0.861
H 0.877 2.745 0.379
H 0.212 4.403 0.995
C 1.497 -2.408 -1.117
C 1.630 -2.679 0.383
C 0.622 -1.870 1.243
S 0.855 -0.050 1.032
H 0.516 -2.670 -1.528
H 2.279 -2.875 -1.726
H 1.588 -1.334 -1.282
H 1.616 -3.770 0.515
H 2.601 -2.298 0.716
H 0.758 -2.159 2.288
H -0.398 -2.139 0.952

(13)
22
Properties=species:S:1:pos:R:3 method="wB97M-V/def2-TZVPD" total_charge=-1 gap_ev=6.0 lumo_energy_ha=0.133
C 2.541 0.054 -0.037
C 1.644 -0.887 0.738
C 1.268 -3.159 0.436
N 1.224 -2.021 -0.096
H 2.835 0.909 0.568
H 3.459 -0.455 -0.353
H 2.014 0.419 -0.913
H 0.764 -0.320 1.048
H 2.183 -1.293 1.606
H 1.623 -3.368 1.454
H 0.937 -4.028 -0.136
C -2.196 1.388 -1.635
C -2.026 0.655 -0.304
C -1.520 1.596 0.816
S 0.144 2.233 0.569
H -3.165 1.886 -1.733
H -2.090 0.714 -2.489
H -1.418 2.152 -1.700
H -2.978 0.201 0.003
H -1.301 -0.154 -0.431
H -1.689 1.059 1.759
H -2.250 2.422 0.831

(14)
21
Properties=species:S:1:pos:R:3 method="wB97M-V/def2-TZVPD" gap_ev=11.2 lumo_energy_ha=0.035 smiles=CC(C)C[C@@H](C)O
C 1.043 0.714 -1.557
C 1.105 -0.305 -0.417
C 1.690 -1.630 -0.908
C -0.269 -0.545 0.221
C -0.975 0.712 0.715
C -2.276 0.388 1.451
O -0.065 1.399 1.566
H 2.019 0.808 -2.047
H 0.760 1.706 -1.191
H 0.317 0.407 -2.322
H 1.760 0.101 0.364
H 2.694 -1.489 -1.323
H 1.063 -2.065 -1.697
H 1.760 -2.362 -0.095
H -0.159 -1.240 1.066
H -0.928 -1.034 -0.512
H -1.208 1.346 -0.156
H -2.049 0.104 2.483
H -2.809 -0.442 0.976
H -2.957 1.248 1.471
H -0.514 2.180 1.911

(15)
21
Properties=species:S:1:pos:R:3 method="wB97M-V/def2-TZVPD" gap_ev=10.6 lumo_energy_ha=0.034 smiles=COCC(C)(C)C
C -0.854 2.553 -0.644
O -1.145 1.175 -0.675
C -0.745 0.491 0.496
C 0.194 -0.676 0.159
C 0.535 -1.422 1.453
C -0.506 -1.628 -0.814
C 1.478 -0.126 -0.475
H 0.220 2.717 -0.474
H -1.427 3.094 0.131
H -1.123 2.964 -1.618
H -1.639 0.112 1.016
H -0.239 1.187 1.182
H 1.040 -0.767 2.175
H 1.207 -2.261 1.237
H -0.365 -1.827 1.933
H -0.804 -1.102 -1.725
H -1.407 -2.060 -0.360
H 0.163 -2.452 -1.090
H 1.243 0.548 -1.311
H 2.099 -0.946 -0.859
H 2.075 0.427 0.262

(16)
21
Properties=species:S:1:pos:R:3 method="wB97M-V/def2-TZVPD" gap_ev=9.9 lumo_energy_ha=0.035 smiles="C/C=C/CCC.O"
C -0.145 0.383 1.286
C 1.086 0.007 0.448
C 1.190 0.353 -0.991
C 0.047 -0.110 -1.904
C 0.321 -0.968 -2.891
C -0.706 -1.596 -3.788
H -1.065 -0.061 0.928
H 0.075 0.012 2.291
H -0.173 1.468 1.457
H 1.921 0.416 1.047
H 1.234 -1.080 0.576
H 1.439 1.384 -1.257
H 2.111 -0.022 -1.449
H -0.812 0.534 -2.074
H 1.367 -1.125 -3.181
H -1.652 -1.123 -3.489
H -0.417 -1.405 -4.820
H -0.842 -2.641 -3.492
H -2.012 0.913 5.991
H -1.576 2.401 6.140
O -1.240 1.493 6.085

(17)
21
Properties=species:S:1:pos:R:3 method="wB97M-V/def2-TZVPD" gap_ev=10.1 lumo_energy_ha=0.028 smiles="C=C(CC)CC.O"
C -1.299 2.442 1.264
C -0.484 2.063 0.051
C -0.169 0.622 -0.271
C 1.118 0.226 -0.204
C -1.290 -0.240 -0.841
C -2.324 -0.720 0.159
H -0.666 2.273 2.142
H -1.557 3.506 1.170
H -2.201 1.861 1.513
H 0.502 2.523 0.174
H -1.021 2.438 -0.890
H 1.370 -0.808 -0.536
H 1.894 0.876 0.115
H -0.906 -1.116 -1.409
H -1.744 0.385 -1.583
H -2.720 0.095 0.780
H -3.147 -1.160 -0.363
H -1.835 -1.431 0.873
H 3.255 -2.921 -0.196
H 3.650 -4.305 -0.784
O 3.977 -3.571 -0.244

(18)
21
Properties=species:S:1:pos:R:3 method="wB97M-V/def2-TZVPD" gap_ev=10.4 lumo_energy_ha=0.034
C -1.370 -1.370 -0.754
C -0.615 -1.297 0.549
C -2.417 1.755 0.635
C 0.640 -0.878 0.706
C 1.532 -0.375 -0.398
C 2.356 0.826 0.060
O 2.380 -1.456 -0.776
H -2.174 -2.109 -0.694
H -0.716 -1.650 -1.585
H -1.836 -0.407 -0.998
H -1.158 -1.623 1.436
H -3.210 1.014 0.769
H -2.423 2.112 -0.399
H -2.590 2.596 1.311
H 1.087 -0.898 1.701
H -1.451 1.292 0.859
H 0.908 -0.071 -1.254
H 2.981 0.553 0.917
H 1.709 1.660 0.353
H 3.014 1.180 -0.742
H 3.009 -1.119 -1.427

(19)
21
Properties=species:S:1:pos:R:3 method="wB97M-V/def2-TZVPD" gap_ev=10.0 lumo_energy_ha=0.028 smiles="C=C(CC)CC.O"
C 2.244 -1.064 1.627
C 1.022 -1.321 0.782
C -0.078 -0.275 0.914
C -0.230 0.479 1.986
C -1.031 -0.270 -0.247
C -2.157 0.746 -0.173
H 2.647 -0.064 1.482
H 3.022 -1.819 1.501
H 2.046 -1.104 2.699
H 1.317 -1.346 -0.273
H 0.568 -2.270 1.097
H 0.466 0.404 2.810
H -1.052 1.164 2.089
H -1.468 -1.266 -0.362
H -0.443 -0.104 -1.151
H -2.764 0.672 0.729
H -2.829 0.665 -1.032
H -1.769 1.770 -0.204
H -0.426 1.924 -4.315
H 0.424 1.379 -5.434
O 0.489 1.697 -4.522

(20)
21
Properties=species:S:1:pos:R:3 method="wB97M-V/def2-TZVPD" gap_ev=10.7 lumo_energy_ha=0.034 smiles=COCC(C)(C)C
C -2.398 0.351 -1.524
O -1.035 0.524 -1.241
C -0.461 -0.571 -0.560
C 0.645 -0.081 0.378
C 1.245 -1.299 1.088
C 1.730 0.644 -0.424
C 0.028 0.873 1.406
H -2.993 0.289 -0.598
H -2.584 -0.557 -2.119
H -2.727 1.222 -2.097
H -0.059 -1.298 -1.287
H -1.228 -1.092 0.037
H 0.486 -1.836 1.670
H 2.037 -0.987 1.779
H 1.685 -2.003 0.370
H 1.302 1.479 -0.988
H 2.214 -0.036 -1.136
H 2.504 1.038 0.245
H -0.420 1.737 0.905
H 0.787 1.235 2.110
H -0.756 0.369 1.986

(21)
22
Properties=species:S:1:pos:R:3 method="wB97M-V/def2-TZVPD" gap_ev=10.6 lumo_energy_ha=0.027 smiles="CCCCCC=O.O"
O 0.715 3.661 1.142
C 1.018 2.504 1.298
C 0.922 1.502 0.193
C 1.595 0.192 0.716
C 0.981 -1.184 0.409
C 1.302 -1.623 -1.007
C 0.829 -0.759 -2.171
H 1.260 2.070 2.267
H 1.433 1.873 -0.710
H -0.129 1.450 -0.166
H 2.654 0.298 0.510
H 1.346 0.164 1.824
H 1.291 -1.955 1.153
H -0.084 -1.153 0.547
H 2.364 -1.955 -1.144
H 1.001 -2.631 -1.334
H 0.987 -1.462 -2.997
H 1.442 0.142 -2.463
H -0.174 -0.333 -2.106
H -6.999 -0.227 0.585
H -6.494 -0.489 1.948
O -7.259 -0.086 1.505

no.,M (u)
1,218.29
2,663.41
3,116.18
4,116.18
5,116.18
6,116.18
7,132.18
8,132.18
9,211.15
10,147.16
11,147.16
12,132.25
13,132.25
14,102.18
15,102.18
16,102.18
17,102.18
18,102.18
19,102.18
20,102.18
21,118.18